Molecular formula: C33H26BF4O21
Method: DFT, the ωB97M-V functional and the def2-TZVPD basis

HOMO energy   -6.707 eV
Total charge   -1
Energy above the lowest of the compared OMol25 structures with the same formula, charge and spin   166.31 kJ/mol
Gap between HOMO and LUMO   6.05 eV

```
85
Properties=species:S:1:pos:R:3:mulliken_charge:R:1
B -0.361 -1.084 -0.466 0.37
F -1.407 -1.856 -0.891 -0.41
F 0.367 -0.592 -1.616 -0.35
F -0.593 -0.140 0.498 -0.15
F 0.515 -2.096 0.156 -0.53
C -5.054 -5.401 2.030 -1.05
C -5.670 -4.207 2.439 0.41
C -5.201 -2.865 1.972 0.55
O -5.804 -1.873 2.301 -0.61
C -3.986 -2.825 1.169 -1.06
C -3.394 -4.163 0.572 0.59
C -3.983 -5.451 0.979 0.47
O -3.468 -6.520 0.548 -0.58
O -2.285 -4.142 -0.297 -0.47
O -6.695 -4.302 3.292 -0.51
H -5.457 -6.234 2.277 0.63
H -3.500 -1.941 1.033 0.77
H -2.056 -3.143 -0.493 0.58
H -6.643 -3.455 3.711 0.33
C -4.329 1.832 3.956 -0.71
C -3.131 2.105 3.117 0.57
C -2.781 3.539 2.799 0.54
O -1.691 3.720 2.276 -0.46
C -3.704 4.425 3.234 -0.87
C -4.912 4.119 4.182 0.17
C -5.234 2.758 4.474 0.95
O -6.025 2.485 5.306 -0.61
O -5.813 5.063 4.671 -0.57
O -2.360 1.105 2.626 -0.20
H -4.422 0.691 4.039 0.25
H -3.432 5.436 2.921 0.40
H -6.413 4.609 5.447 0.41
H -1.748 1.083 1.923 0.22
C 5.304 1.698 -5.242 -0.55
C 5.349 3.091 -4.486 0.14
C 4.255 3.422 -3.660 1.06
O 4.321 4.494 -3.083 -0.69
C 3.144 2.523 -3.399 -0.67
C 3.036 1.209 -4.291 0.67
C 4.250 0.783 -5.221 0.31
O 4.255 -0.291 -5.827 -0.57
O 1.918 0.581 -4.661 -0.38
O 6.369 4.059 -4.656 -0.56
H 6.369 1.398 -5.801 0.22
H 2.291 2.780 -2.723 0.27
H 1.191 0.721 -4.025 0.34
H 6.295 4.868 -4.020 0.40
C 3.561 -6.079 -4.040 -0.80
C 2.125 -6.295 -4.545 0.40
C 0.914 -5.349 -4.307 0.23
O -0.086 -5.554 -4.767 -0.46
C 1.202 -4.284 -3.371 -0.84
C 2.617 -4.059 -2.738 0.81
C 3.821 -4.816 -3.181 0.38
O 4.925 -4.554 -2.754 -0.55
O 2.720 -3.272 -1.640 -0.42
O 2.074 -7.266 -5.529 -0.52
H 4.349 -6.747 -4.176 0.47
H 0.404 -3.912 -2.946 0.60
H 1.854 -2.834 -1.476 0.32
H 1.282 -7.209 -6.083 0.33
C 2.088 5.926 0.998 -0.64
C 1.225 6.351 -0.143 0.36
C 0.388 5.399 -0.902 0.30
O -0.429 5.638 -1.781 -0.63
C 0.442 4.040 -0.419 -0.40
C 1.301 3.523 0.747 0.84
C 2.068 4.559 1.464 0.51
O 2.766 4.367 2.405 -0.55
O 1.584 2.242 1.061 -0.46
O 1.347 7.710 -0.558 -0.57
H 2.669 6.800 1.489 0.32
H 0.118 3.210 -1.077 0.42
H 0.964 1.628 0.639 0.14
H 0.834 7.566 -1.441 0.36
C 1.247 0.395 4.373 -0.87
C 1.441 -1.144 4.531 0.60
O 1.588 -1.651 5.641 -0.60
C 1.316 -1.986 3.246 -0.75
H 1.604 0.628 5.279 0.47
H 0.126 0.479 4.326 0.03
H 1.816 0.991 3.652 0.34
H 1.669 -2.987 3.390 0.36
H 2.068 -1.477 2.564 0.26
H 0.317 -1.996 2.977 0.15
```